Entry 1:
69
Properties=species:S:1:pos:R:3:forces:R:3:mulliken_charge:R:1 method="wB97M-V/def2-TZVPD" max_force_ha_per_bohr=0.04562 multiplicity=2 s2=0.76 charge=-1 lumo_ev="2.426 / 1.582"
Cu 0.153360 2.034036 1.291869 1.0 -2.1 -0.3 0.242
S 1.784037 0.031988 -1.843352 0.0 0.0 0.0 -0.454
P -0.121422 -0.348757 -1.525901 0.0 -0.1 -0.2 1.641
C -0.897861 -0.217517 0.030449 0.3 0.3 0.1 -1.031
P -0.034328 -0.789107 1.386220 1.5 0.8 0.4 2.075
S 1.643193 0.417674 1.939995 -1.8 -0.8 -0.3 -0.715
C -1.162361 -0.878562 2.794023 -0.2 0.1 0.0 0.159
C -2.470897 -0.427727 2.656629 0.1 0.0 0.0 0.155
C -3.347582 -0.513990 3.730696 0.0 0.0 0.0 -0.721
C -2.921045 -1.048409 4.936982 0.0 0.0 0.0 -0.404
C -1.607903 -1.483094 5.079338 0.0 0.0 0.0 -0.693
C -0.730572 -1.395776 4.011714 0.0 0.0 0.1 -0.713
C 0.514031 -2.505440 1.159473 0.1 0.0 0.0 0.369
C 1.861981 -2.806123 1.008425 0.0 -0.1 0.0 -0.589
C 2.250730 -4.104265 0.702856 0.0 0.0 0.0 -0.601
C 1.297322 -5.098556 0.541949 0.0 0.0 0.0 -0.512
C -0.051336 -4.798895 0.690765 0.0 0.0 0.1 -0.580
C -0.442299 -3.506770 0.999944 0.0 -0.1 0.0 -0.454
C -0.534375 -2.077324 -1.988619 0.0 0.0 -0.1 0.189
C -1.863679 -2.498004 -1.972193 0.0 0.0 0.0 -0.511
C -2.187684 -3.805309 -2.297761 0.0 0.0 0.0 -0.577
C -1.184852 -4.704120 -2.643589 0.0 0.0 0.0 -0.551
C 0.137875 -4.287926 -2.663603 0.0 0.0 0.0 -0.492
C 0.462962 -2.976978 -2.338446 0.0 0.0 0.0 -0.525
C -1.165702 0.608427 -2.669552 0.0 0.1 0.0 -0.033
C -2.140382 1.476184 -2.191326 0.1 -0.1 0.0 0.024
C -2.894567 2.232845 -3.079657 0.0 0.0 0.0 -0.679
C -2.691062 2.110475 -4.444992 0.0 0.0 0.0 -0.407
C -1.719319 1.239659 -4.926698 0.0 0.0 0.0 -0.588
C -0.953186 0.500109 -4.041800 0.0 0.0 0.0 -0.595
H -2.773266 0.009830 1.713269 0.0 0.0 0.0 0.279
H -4.363274 -0.154402 3.623481 0.0 0.0 0.0 0.407
H -3.606944 -1.120403 5.772286 0.0 0.0 0.0 0.368
H -1.268413 -1.881680 6.027266 0.0 0.0 0.0 0.383
H 0.298718 -1.715360 4.128222 0.0 0.0 0.0 0.365
H 2.598811 -2.020065 1.113075 0.0 0.0 0.0 0.280
H 3.301865 -4.333925 0.579902 0.0 0.0 0.0 0.406
H 1.601456 -6.107642 0.291524 0.0 0.0 0.0 0.394
H -0.799369 -5.570142 0.556018 0.0 0.0 0.0 0.426
H -1.495709 -3.272542 1.105416 0.0 0.0 0.0 0.384
H -2.642012 -1.794782 -1.698734 0.0 0.0 0.0 0.310
H -3.222819 -4.124715 -2.284032 0.0 0.0 0.0 0.392
H -1.437203 -5.726873 -2.897161 0.0 0.0 0.0 0.383
H 0.922431 -4.985262 -2.931966 0.0 0.0 0.0 0.432
H 1.490947 -2.633225 -2.341760 0.0 0.0 0.0 0.360
H -2.288286 1.559085 -1.122418 0.0 0.0 0.0 0.270
H -3.632502 2.927464 -2.697694 0.0 0.0 0.0 0.433
H -3.282871 2.697183 -5.137418 0.0 0.0 0.0 0.361
H -1.551027 1.149411 -5.993081 0.0 0.0 0.0 0.370
H -0.174107 -0.157568 -4.410565 0.0 0.0 0.0 0.339
F 0.435469 5.729041 1.891167 0.0 -0.1 0.0 -0.237
C -0.268752 4.646396 2.243889 0.1 0.2 0.2 0.611
F -1.173836 5.016671 3.153627 0.0 0.0 -0.1 -0.263
F 0.582866 3.799747 2.853521 0.0 0.1 0.0 -0.223
S -1.132969 3.941686 0.762338 -1.5 1.0 -1.2 1.390
O -1.889381 2.779510 1.244019 0.4 0.4 0.6 -0.632
O -1.918681 5.090551 0.402219 0.0 -0.2 -0.1 -0.733
O -0.129801 3.522506 -0.216922 0.2 0.5 0.6 -0.635
Br 6.559591 1.636799 -0.351577 0.0 0.0 0.0 -0.231
C 5.201523 2.937035 -0.111616 0.0 0.0 0.0 -0.408
C 5.469867 4.273457 -0.337391 0.0 0.0 0.0 -0.108
C 4.432267 5.174299 -0.155051 0.0 0.0 0.0 -0.794
C 3.196693 4.693483 0.253254 0.0 0.0 0.0 -0.153
N 2.951620 3.407718 0.484460 0.0 0.0 0.0 0.049
C 3.935984 2.537738 0.291966 -0.1 -0.1 0.0 0.208
H 6.453465 4.596654 -0.650138 0.0 0.0 0.0 0.427
H 4.576322 6.232257 -0.328913 0.0 0.0 0.0 0.375
H 2.361558 5.369426 0.392053 0.0 0.0 0.0 0.378
H 3.696659 1.491893 0.449610 0.0 0.0 0.0 0.210

Entry 2:
63
Properties=species:S:1:pos:R:3:forces:R:3:mulliken_charge:R:1 method="wB97M-V/def2-TZVPD" max_force_ha_per_bohr=0.06829 multiplicity=3 s2=2.00 charge=+2 e_above_lowest_ev=0.000 lumo_ev="-6.811 / -6.792"
Pr 13.496110 7.716560 12.739058 -0.9 0.1 0.1 1.208
O 18.503388 6.750893 15.281157 0.4 -0.4 0.4 -0.483
C 17.591903 6.607922 16.275805 1.7 1.7 0.6 0.889
C 18.098320 6.589687 17.594307 0.1 -0.7 -0.2 -0.651
C 17.273742 6.493177 18.689512 0.4 -0.3 -0.6 -0.446
C 15.913078 6.490367 18.499725 -1.0 -0.4 -0.5 -0.861
C 15.427855 6.643568 17.205167 -0.4 -0.2 0.2 -0.274
C 16.223713 6.768189 16.047475 0.8 -0.4 0.4 0.016
C 15.681329 7.026473 14.715367 0.1 -0.3 1.3 0.798
O 14.373304 7.153905 14.680429 -0.2 0.3 -1.4 -0.626
N 16.474103 7.125915 13.667731 1.0 0.0 1.0 -1.120
N 15.809433 7.331798 12.545161 -0.2 -0.3 -2.5 0.502
C 16.415639 7.401080 11.371846 -0.3 -0.1 3.5 -0.258
C 15.631522 7.437462 10.203141 -0.2 1.1 -2.7 0.875
C 16.304488 7.484163 8.943893 -1.2 -0.6 2.0 -1.066
C 15.576148 7.509362 7.794759 -1.2 -0.3 -0.7 -0.282
C 14.179865 7.554688 7.907576 -0.1 -0.5 -0.1 -0.949
C 13.594907 7.558746 9.161091 0.1 -0.1 -0.7 -0.046
N 14.283791 7.525280 10.295749 0.7 -0.2 0.7 0.011
H 19.392105 6.771733 15.698231 -0.7 -0.1 -0.5 0.364
H 19.173156 6.515697 17.750949 -0.1 0.1 -0.2 0.251
H 17.665291 6.300113 19.663202 0.4 0.2 0.5 0.421
H 15.288716 6.227539 19.362926 -0.1 0.5 -0.7 0.361
H 14.380267 6.582492 17.032536 -0.8 0.1 0.0 0.459
H 17.483129 7.465034 11.340457 0.6 -0.3 -0.1 0.484
H 17.343351 7.313426 8.956542 1.1 0.1 -0.1 0.442
H 16.039216 7.375200 6.825843 0.1 0.3 0.0 0.442
H 13.488527 7.415686 7.075898 0.5 0.4 0.0 0.392
H 12.526974 7.527435 9.226760 -0.4 0.1 0.2 0.541
Cl 11.226756 6.084884 12.086070 -0.1 -0.5 0.4 -0.104
C 9.603246 6.783751 12.062200 -1.2 0.2 -0.8 0.382
C 8.523680 5.928670 12.229121 0.0 0.4 0.2 -0.392
C 7.224875 6.361529 11.907729 0.3 0.4 -0.6 -0.777
C 7.088203 7.556131 11.175548 0.9 -0.9 0.0 -0.600
C 8.217000 8.328988 10.922352 -0.2 -0.7 1.4 -0.946
C 9.442608 8.074791 11.555468 -0.1 -0.9 -1.1 0.379
P 10.868633 9.135560 11.345443 0.2 0.8 -1.1 0.762
C 10.098726 10.750859 11.052383 -0.3 1.2 0.4 0.214
C 9.039859 11.219698 11.915255 1.8 -1.4 -0.4 -0.363
C 8.594447 12.482696 11.679441 -2.2 1.8 1.0 -0.492
C 9.042177 13.352221 10.663808 -0.2 -0.5 0.4 -0.587
C 10.089784 12.906559 9.892146 1.2 0.0 -0.8 -0.491
C 10.642282 11.640819 10.108743 -0.3 -1.3 0.5 -0.176
C 11.387920 9.389650 13.047444 -0.4 0.9 2.1 -0.194
C 12.482727 10.250132 13.363469 0.2 -0.4 0.8 -0.707
C 12.941093 10.379607 14.723029 -1.7 -1.0 -2.0 -0.496
C 12.208325 9.775443 15.765415 1.3 0.4 -1.7 -0.598
C 11.103972 9.001711 15.434998 0.0 0.0 1.5 -0.761
C 10.702988 8.786327 14.133300 0.8 -0.1 -0.7 0.374
H 8.752269 4.946932 12.580584 -0.3 -0.6 0.2 0.503
H 6.351348 5.731313 12.070969 0.4 0.0 0.1 0.424
H 6.185683 7.835121 10.650109 -0.2 -0.2 0.3 0.420
H 8.114243 9.100295 10.216603 0.0 1.3 -0.4 0.624
H 8.731931 10.577871 12.782176 -0.1 0.9 -1.0 0.283
H 7.772699 12.909671 12.317604 0.9 -0.7 -0.5 0.319
H 8.519853 14.319616 10.572556 0.7 -0.6 -0.2 0.407
H 10.628596 13.438864 9.095517 -0.8 0.4 0.5 0.380
H 11.507282 11.300508 9.523223 -0.5 0.3 0.1 0.351
H 13.024605 10.796018 12.565189 -0.4 -0.3 0.4 0.510
H 13.873442 10.874276 14.827535 0.5 0.6 0.6 0.575
H 12.651293 9.860588 16.734704 -0.4 -0.1 0.7 0.488
H 10.566105 8.543385 16.269680 0.0 0.0 -0.4 0.436
H 9.927563 8.050245 13.946503 -0.1 0.4 0.1 0.461

Entry 3:
67
Properties=species:S:1:pos:R:3:forces:R:3:mulliken_charge:R:1 method="wB97M-V/def2-TZVPD" max_force_ha_per_bohr=0.00805 charge=-2 lumo_ev=4.536
Li 0.208738 2.545943 -0.299483 0.0 0.0 0.1 1.119
S 0.957849 0.544108 -3.306818 0.0 0.0 0.2 -0.641
P 0.936024 -0.314585 -1.492755 -0.2 0.1 -0.3 1.233
C 1.067012 0.668428 -0.154684 0.1 -0.3 0.0 -1.270
P 0.457001 0.386826 1.366581 0.0 0.1 0.1 1.664
S -0.952834 1.700365 1.984993 0.1 -0.1 -0.1 -0.598
C -0.147403 -1.318824 1.758702 0.0 0.1 0.0 -0.036
C 0.746433 -2.380045 1.870573 0.1 0.0 0.0 -0.004
C 0.295360 -3.669564 2.102611 0.0 0.0 0.0 -0.794
C -1.066395 -3.915692 2.222171 0.0 -0.1 0.0 -0.426
C -1.964252 -2.865350 2.111224 0.0 0.0 0.0 -0.587
C -1.507034 -1.576102 1.885717 0.0 0.1 0.0 -0.577
C 1.820955 0.503156 2.613643 -0.1 0.0 0.0 0.009
C 1.674204 0.033611 3.915431 -0.1 0.0 0.1 -0.373
C 2.697544 0.164510 4.837461 0.1 0.0 0.0 -0.633
C 3.888528 0.783632 4.471017 -0.1 0.0 0.0 -0.370
C 4.038426 1.260351 3.177593 0.1 0.0 0.1 -0.726
C 3.013548 1.113766 2.254917 0.0 0.0 -0.2 -0.330
C -0.616150 -1.319891 -1.447104 0.1 0.0 0.0 0.243
C -1.811478 -0.598904 -1.468829 0.1 0.0 0.0 -0.298
C -3.034164 -1.240604 -1.432491 -0.2 0.0 0.0 -0.440
C -3.089264 -2.630501 -1.378996 0.0 0.0 0.0 -0.768
C -1.911899 -3.357080 -1.344695 0.0 -0.1 0.0 -0.631
C -0.684082 -2.705040 -1.373157 0.1 0.0 0.0 -0.184
C 2.243249 -1.624481 -1.550792 0.0 0.1 0.0 -0.129
C 2.349177 -2.523028 -2.610139 -0.1 0.0 -0.1 -0.282
C 3.358325 -3.468888 -2.638190 0.1 0.0 0.0 -0.626
C 4.300931 -3.513741 -1.615109 0.0 -0.1 0.0 -0.390
C 4.223148 -2.603553 -0.573883 0.0 0.0 0.0 -0.599
C 3.197995 -1.665750 -0.546957 0.0 0.1 0.1 -0.369
H 1.809881 -2.200850 1.777699 0.0 0.0 0.0 0.362
H 1.008217 -4.481659 2.183575 0.0 0.0 0.0 0.394
H -1.424774 -4.924597 2.394416 0.0 0.0 0.0 0.346
H -3.028732 -3.050311 2.187292 0.0 0.0 0.0 0.402
H -2.197788 -0.745523 1.806766 0.0 0.0 0.0 0.332
H 0.741999 -0.433624 4.212684 0.0 0.0 0.0 0.384
H 2.567563 -0.211298 5.845318 0.0 0.0 0.0 0.364
H 4.690624 0.891838 5.188970 0.1 0.0 0.1 0.347
H 4.960524 1.747132 2.882429 0.0 0.0 0.0 0.376
H 3.119965 1.457211 1.228654 0.0 0.0 0.1 0.362
H -1.767673 0.483580 -1.508654 0.0 0.0 0.0 0.223
H -3.947506 -0.656908 -1.436862 0.0 0.0 0.0 0.378
H -4.046898 -3.137596 -1.346446 0.0 0.0 0.0 0.339
H -1.942570 -4.438885 -1.272031 0.0 0.0 0.0 0.368
H 0.224163 -3.290203 -1.313880 0.0 0.0 0.0 0.307
H 1.633903 -2.459337 -3.421588 0.0 0.0 0.0 0.350
H 3.422210 -4.166445 -3.465170 0.0 0.0 0.0 0.362
H 5.099611 -4.247228 -1.641484 0.0 0.0 0.0 0.341
H 4.961472 -2.616828 0.219264 0.0 0.0 0.0 0.408
H 3.133764 -0.928231 0.247447 0.0 0.0 0.0 0.284
F -4.595041 2.993942 0.539512 0.1 0.1 -0.2 -0.369
C -3.977022 3.273772 -0.623634 0.0 0.0 0.0 0.360
C -3.097382 4.278727 -0.732441 0.0 -0.3 0.1 -0.132
N -2.478838 4.594833 -1.915755 0.0 0.1 0.1 0.065
C -1.476733 5.661350 -1.920566 -0.1 0.0 -0.1 -0.623
C -0.452366 5.428539 -0.780169 -0.3 0.1 0.0 0.434
O -0.227459 6.387996 -0.042622 0.2 0.4 0.0 -0.756
O -0.008515 4.262685 -0.712975 0.1 -0.2 -0.1 -0.860
C -2.715934 3.882137 -3.060275 -0.2 -0.2 0.1 0.523
O -2.264579 4.161434 -4.147476 0.1 0.0 -0.3 -0.681
N -3.571045 2.798789 -2.889075 0.0 -0.1 -0.2 0.010
C -4.284224 2.422489 -1.763183 0.0 0.0 0.2 0.309
O -5.068721 1.492498 -1.776815 0.0 0.1 0.0 -0.701
H -2.811921 4.879920 0.120187 0.0 0.0 0.0 0.419
H -1.961346 6.628517 -1.779092 0.0 0.0 -0.1 0.194
H -1.005292 5.612310 -2.902501 0.1 0.1 0.2 0.368
H -3.711029 2.236753 -3.720070 0.0 0.1 0.1 0.220

Entry 4:
62
Properties=species:S:1:pos:R:3:forces:R:3:mulliken_charge:R:1 method="wB97M-V/def2-TZVPD" max_force_ha_per_bohr=0.05857 multiplicity=4 s2=3.75 charge=+1 e_above_lowest_ev=0.501 lumo_ev="-3.075 / -2.619"
Nd 7.385385 -5.220267 18.010895 -0.3 -0.6 0.4 0.946
O 7.958838 -6.678502 19.830708 0.1 -1.0 -1.1 -0.614
C 8.061099 -7.603600 18.938876 -0.6 0.2 -1.1 0.733
O 7.221565 -7.624443 17.945660 1.4 0.2 1.6 -0.673
C 9.367736 -8.428301 18.948209 -0.9 -1.0 1.1 0.486
C 9.523177 -9.763265 19.383738 0.5 0.2 0.3 -0.768
C 10.817049 -10.223755 19.700168 -1.1 -0.9 -0.2 -0.478
C 11.908537 -9.411934 19.549476 1.9 -0.9 0.4 -0.559
C 11.789493 -8.143743 19.075448 0.3 1.4 -0.8 -0.538
C 10.510650 -7.675265 18.765962 1.0 1.4 -0.5 0.015
P 10.252439 -6.053545 17.949610 -1.0 -0.3 1.5 0.563
C 10.258349 -4.745363 19.229218 -1.0 1.2 -0.9 0.364
C 9.559609 -3.600253 18.720894 0.9 -0.5 1.3 -1.074
C 9.146352 -2.536603 19.501831 0.8 0.6 1.5 -0.524
C 9.473499 -2.592264 20.872332 0.3 -0.5 0.0 -0.631
C 10.227285 -3.684454 21.333164 -1.7 1.2 1.3 -0.601
C 10.535809 -4.765616 20.590814 0.9 -1.8 -2.1 -0.617
C 11.484380 -5.735566 16.740575 0.7 1.0 -0.1 0.775
C 11.392456 -6.507891 15.588051 0.4 -0.1 -0.1 -0.632
C 12.302111 -6.291882 14.586563 0.3 0.2 -2.2 -0.587
C 13.154852 -5.172797 14.634407 0.1 -1.2 -0.1 -0.494
C 13.219757 -4.390470 15.763485 0.9 0.9 0.2 -0.526
C 12.400416 -4.655773 16.832674 -0.7 -1.2 1.0 -0.327
H 8.701033 -10.455536 19.531039 -0.1 0.4 -0.1 0.480
H 11.007081 -11.254084 20.052835 -0.5 0.7 -0.3 0.376
H 12.918886 -9.812958 19.752445 -0.7 0.3 0.0 0.377
H 12.700542 -7.510399 18.911756 -1.1 -0.6 0.1 0.360
H 9.451362 -3.512961 17.681295 -0.2 0.1 -1.7 1.362
H 8.738226 -1.623331 19.080950 -0.3 -0.3 -0.1 0.543
H 9.170085 -1.878320 21.656102 0.1 -0.1 -0.9 0.380
H 10.346612 -3.764719 22.389123 0.5 0.2 0.7 0.383
H 11.023116 -5.666360 20.949005 -0.1 0.2 0.5 0.458
H 10.669889 -7.298638 15.425109 -0.1 0.0 0.5 0.422
H 12.259999 -6.953793 13.668721 0.2 1.0 1.2 0.312
H 13.875775 -4.974920 13.861605 -0.1 -0.1 -0.4 0.431
H 14.000532 -3.606962 15.833503 -0.7 -0.5 -0.1 0.393
H 12.524053 -4.159038 17.804978 -0.2 0.0 -0.6 0.376
Se 8.019932 -4.671377 15.325813 0.3 -0.1 -0.3 -0.219
P 6.474315 -3.165654 15.504267 -0.5 0.3 0.6 0.616
Se 5.402468 -3.123841 17.470825 0.5 -0.4 -0.5 -0.427
C 5.296213 -3.458177 14.168615 0.2 0.8 0.6 0.754
C 4.026872 -3.938204 14.439828 -0.5 -1.2 -0.4 -0.366
C 3.176277 -4.183497 13.340514 -0.8 0.3 0.7 -0.575
C 3.544456 -3.747150 12.076982 0.4 -0.4 -0.6 -0.391
C 4.815598 -3.139228 11.844307 -1.3 -0.7 0.1 -0.641
C 5.700423 -3.046030 12.890568 -1.0 -0.2 0.0 -0.397
C 7.168817 -1.486204 15.364602 0.4 -1.6 -0.1 0.607
C 8.515680 -1.248432 15.232165 1.2 0.3 -0.2 -0.221
C 8.987646 0.066810 15.238171 0.2 0.2 -0.5 -0.776
C 8.060845 1.122440 15.340602 1.4 -0.5 -0.3 -0.402
C 6.726238 0.865434 15.402174 -0.9 -0.3 0.3 -0.754
C 6.300840 -0.460259 15.441150 -2.6 1.5 -0.5 -0.385
H 3.715824 -4.305060 15.439540 0.4 0.6 -0.7 0.265
H 2.160494 -4.640113 13.524995 1.4 0.5 -0.3 0.326
H 2.875480 -4.013689 11.240859 0.4 0.6 0.4 0.349
H 5.090120 -2.765933 10.861458 -0.1 -0.2 0.1 0.400
H 6.658291 -2.630981 12.692120 0.8 0.3 0.2 0.407
H 9.163147 -2.102414 15.051647 0.2 0.2 0.2 0.427
H 10.055930 0.307139 15.037594 -0.9 -0.4 0.4 0.366
H 8.397118 2.139691 15.276029 0.2 0.3 0.1 0.421
H 6.026716 1.697472 15.422007 0.0 -0.3 0.0 0.406
H 5.219993 -0.676152 15.378616 0.5 0.2 0.4 0.317